Molecular formula: C4H9ClN2
Method: DFT, ωB97M-V/def2-TZVPD

As for the energy relative to the best compared isomer or geometry (same formula, charge and spin): 54.0 kJ/mol. The value obtained for the maximum force is 5.4 eV/A. As for the multiplicity: 3. The HOMO-LUMO gap (spin up / spin down) comes out at 5.72 / 9.77 eV. The calculation puts the LUMO energy (spin up / spin down) at 0.64 / -0.82 eV. As for the net charge: 0.

Geometry (Å):
C1 -1.0818 0.2855 -1.1588
C2 -2.1688 -1.2214 0.7459
C3 -2.2337 -0.3514 -0.5264
C4 1.2767 0.3046 -0.3397
N1 0.0576 0.2386 -0.6725
N2 1.7294 1.3054 0.5443
Cl1 2.4215 -0.8930 -0.8989
H1 4.4424 1.7485 -0.8251
H2 -2.4397 -0.7619 1.6282
H3 -2.7097 -2.1690 0.7032
H4 -1.1105 -1.7052 0.8429
H5 -2.8555 -0.8461 -1.2913
H6 -2.8748 0.3939 -0.2331
H7 4.3051 0.9042 -0.7802
H8 2.2779 0.8910 1.4209
H9 0.9638 1.8765 0.8407

Computed natural (NBO) charges, given in elementary charges: number 1, C, carries 0.230; number 2, C, carries -0.600; number 3, C, carries -0.518; number 4, C, carries 0.419; number 5, N, carries -0.504; number 6, N, carries -0.801; number 7, Cl, carries -0.046; number 8, H, carries -0.004; number 9, H, carries 0.205; number 10, H, carries 0.220; number 11, H, carries 0.201; number 12, H, carries 0.217; number 13, H, carries 0.207; number 14, H, carries -0.007; number 15, H, carries 0.390; number 16, H, carries 0.393

Molecular formula: C26H43N3O4S
Method: DFT, ωB97M-V/def2-TZVPD

The value obtained for the maximum force is 1.6 eV/A. Its SMILES is CCc1cccc2c1Nc1ccccc1S2.COCCNCCOC.COCCNCCOC. The HOMO-LUMO gap comes out at 8.96 eV. The calculation puts the LUMO energy at 0.73 eV. As for the net charge: 0.

Geometry (Å):
C1 0.5683 -5.0012 -1.3067
C2 1.2552 -4.8627 -2.7019
C3 1.2883 -3.4295 -3.2041
C4 0.2322 -2.5487 -3.0260
C5 0.2982 -1.2728 -3.5068
C6 1.4033 -0.7924 -4.1675
C7 2.4611 -1.6527 -4.3280
C8 2.4160 -2.9491 -3.8531
N1 3.5388 -3.8306 -4.0496
C9 4.7734 -3.2473 -3.6021
C10 5.5992 -3.9188 -2.7360
C11 6.7783 -3.3343 -2.3314
C12 7.1663 -2.1060 -2.7953
C13 6.3422 -1.4209 -3.6622
C14 5.1533 -1.9935 -4.0378
S1 3.9920 -1.1736 -5.1256
H1 -0.3137 -5.6392 -1.4047
H2 0.2882 -4.0236 -0.9055
H3 1.2750 -5.4202 -0.5851
H4 0.8542 -5.5540 -3.4489
H5 2.2994 -5.1482 -2.5582
H6 -0.6454 -2.9068 -2.4920
H7 -0.5192 -0.5689 -3.3644
H8 1.4551 0.2326 -4.5180
H9 3.6583 -3.9753 -5.0549
H10 5.2777 -4.8926 -2.3782
H11 7.3967 -3.8810 -1.6236
H12 8.1012 -1.6437 -2.4950
H13 6.5907 -0.4437 -4.0671
C15 -3.3671 2.8830 -0.1941
O1 -3.3619 2.0346 0.9401
C16 -4.6552 1.7109 1.4384
C17 -5.0315 0.2748 1.1237
N2 -5.2807 0.0831 -0.2999
C18 -5.3554 -1.3148 -0.7236
C19 -4.1438 -2.2160 -0.4837
O2 -3.0083 -1.9114 -1.2743
C20 -2.2139 -0.8368 -0.8036
H14 -2.3517 3.2541 -0.3314
H15 -3.6541 2.3428 -1.1019
H16 -4.0357 3.7362 -0.0504
H17 -5.4134 2.4152 1.0831
H18 -4.6004 1.8127 2.5264
H19 -5.9350 0.0116 1.6819
H20 -4.2117 -0.3591 1.4846
H21 -4.5468 0.5352 -0.8271
H22 -5.5464 -1.3023 -1.7997
H23 -6.2315 -1.7731 -0.2534
H24 -4.4395 -3.2260 -0.7800
H25 -3.8683 -2.2833 0.5753
H26 -2.1830 -0.7865 0.2877
H27 -2.5701 0.1105 -1.2173
H28 -1.1986 -0.9853 -1.1698
C21 1.4391 6.0300 4.0599
O3 0.3358 5.4383 4.7192
C22 -0.8317 5.3114 3.9154
C23 -1.0829 3.8711 3.5075
N3 -0.0960 3.4027 2.5415
C24 -0.0947 1.9549 2.3266
C25 0.1652 1.0400 3.5228
O4 1.4860 1.0818 4.0343
C26 1.7664 2.1684 4.8965
H29 2.1737 6.2953 4.8193
H30 1.9138 5.3342 3.3608
H31 1.1444 6.9380 3.5262
H32 -0.7972 5.9752 3.0457
H33 -1.6695 5.6351 4.5397
H34 -2.0791 3.7949 3.0607
H35 -1.0745 3.2701 4.4255
H36 0.8258 3.6798 2.8493
H37 0.6823 1.7527 1.5841
H38 -1.0487 1.6750 1.8685
H39 0.0262 0.0144 3.1694
H40 -0.5645 1.1801 4.3294
H41 0.9033 2.4458 5.5065
H42 2.1201 3.0327 4.3286
H43 2.5765 1.8671 5.5614

Computed Löwdin charges, given in elementary charges: number 1, C, carries -0.085; number 2, C, carries -0.168; number 3, C, carries -0.157; number 4, C, carries -0.047; number 5, C, carries -0.093; number 6, C, carries -0.097; number 7, C, carries -0.445; number 8, C, carries -0.230; number 9, N, carries 0.047; number 10, C, carries -0.282; number 11, C, carries -0.020; number 12, C, carries -0.093; number 13, C, carries -0.092; number 14, C, carries -0.101; number 15, C, carries -0.453; number 16, S, carries 1.023; number 17, H, carries 0.069; number 18, H, carries 0.059; number 19, H, carries 0.067; number 20, H, carries 0.116; number 21, H, carries 0.087; number 22, H, carries 0.107; number 23, H, carries 0.105; number 24, H, carries 0.110; number 25, H, carries 0.136; number 26, H, carries 0.118; number 27, H, carries 0.107; number 28, H, carries 0.108; number 29, H, carries 0.109; number 30, C, carries -0.104; number 31, O, carries -0.220; number 32, C, carries -0.210; number 33, C, carries -0.213; number 34, N, carries -0.051; number 35, C, carries -0.196; number 36, C, carries -0.224; number 37, O, carries -0.182; number 38, C, carries -0.092; number 39, H, carries 0.091; number 40, H, carries 0.074; number 41, H, carries 0.089; number 42, H, carries 0.123; number 43, H, carries 0.121; number 44, H, carries 0.124; number 45, H, carries 0.102; number 46, H, carries 0.063; number 47, H, carries 0.120; number 48, H, carries 0.117; number 49, H, carries 0.121; number 50, H, carries 0.112; number 51, H, carries 0.089; number 52, H, carries 0.075; number 53, H, carries 0.066; number 54, C, carries -0.114; number 55, O, carries -0.191; number 56, C, carries -0.214; number 57, C, carries -0.210; number 58, N, carries -0.044; number 59, C, carries -0.194; number 60, C, carries -0.224; number 61, O, carries -0.178; number 62, C, carries -0.099; number 63, H, carries 0.089; number 64, H, carries 0.073; number 65, H, carries 0.087; number 66, H, carries 0.121; number 67, H, carries 0.121; number 68, H, carries 0.117; number 69, H, carries 0.103; number 70, H, carries 0.062; number 71, H, carries 0.121; number 72, H, carries 0.098; number 73, H, carries 0.120; number 74, H, carries 0.112; number 75, H, carries 0.088; number 76, H, carries 0.069; number 77, H, carries 0.088

Molecular formula: C4H8NOS
Method: DFT, ωB97M-V/def2-TZVPD

As for the energy relative to the best compared isomer or geometry (same formula, charge and spin): 89.8 kJ/mol. The value obtained for the maximum force is 3.0 eV/A. Its SMILES is C/C(O)=[NH+]/C=C\S. The HOMO-LUMO gap (spin up / spin down) comes out at 8.43 / 8.43 eV. The calculation puts the LUMO energy (spin up / spin down) at -4.18 / -4.18 eV. As for the net charge: +1.

Geometry (Å):
C1 -2.2893 0.7472 -0.2836
C2 -0.8905 0.4999 0.0569
O1 -0.0596 1.4086 0.5729
N1 -0.3934 -0.7414 -0.1575
C3 0.8564 -1.4088 0.2442
C4 2.0972 -0.9046 0.1053
S1 2.4788 0.7164 -0.2860
H1 -2.3785 1.0542 -1.2751
H2 -2.7787 1.4265 0.4125
H3 -2.6723 -0.2087 -0.5407
H4 -0.3430 2.3105 0.7048
H5 -1.0953 -1.4547 -0.4351
H6 0.7008 -2.5211 0.3711
H7 3.0197 -1.4858 0.5914
H8 3.7474 0.5619 -0.0810

Computed natural (NBO) charges, given in elementary charges: number 1, C, carries -0.720; number 2, C, carries 0.715; number 3, O, carries -0.612; number 4, N, carries -0.513; number 5, C, carries -0.141; number 6, C, carries -0.342; number 7, S, carries 0.137; number 8, H, carries 0.286; number 9, H, carries 0.278; number 10, H, carries 0.257; number 11, H, carries 0.539; number 12, H, carries 0.437; number 13, H, carries 0.249; number 14, H, carries 0.285; number 15, H, carries 0.145